[1]
Formula: C4H7NOS2
Source: OMol25
Level of theory: ωB97M-V/def2-TZVPD

XYZ file:
```
15
C4H7NOS2, DFT ωB97M-V/def2-TZVPD
C 2.25 -1.21 -0.34
C 1.13 -0.60 0.45
C -1.90 1.81 -0.07
C -1.19 -0.59 0.01
H 2.31 -2.28 -0.15
H 2.05 -1.06 -1.41
H 3.29 -0.79 -0.11
H 1.28 -0.69 1.55
H -2.81 1.42 -0.52
H -1.58 2.75 -0.52
H -2.02 2.04 1.01
N -0.85 0.74 -0.10
O -0.07 -1.32 0.15
S 0.78 1.07 0.04
S -2.66 -1.30 -0.02
```

Output
Total energy, Ha: -1082.9526
Energy relative to the best compared isomer or geometry (same formula, charge and spin), kcal per mole: 26.53
SMILES string: C[C@@H]1OC(=S)N(C)S1

=====

[2]
Formula: C48H45CuN5O2P2S2
Source: OMol25
Level of theory: ωB97M-V/def2-TZVPD

XYZ file:
```
105
C48H45CuN5O2P2S2, DFT ωB97M-V/def2-TZVPD
Cu -1.42 1.13 -1.06
C -2.46 5.88 -3.08
S -2.22 5.77 -1.30
C -2.00 4.05 -1.03
S -2.22 2.91 -2.30
N -1.69 3.79 0.21
N -1.55 2.45 0.42
C -1.53 2.01 1.62
C -1.34 0.56 1.79
C -1.13 -0.01 3.03
C -0.85 -1.37 3.09
C -0.79 -2.10 1.91
C -1.03 -1.44 0.71
N -1.32 -0.15 0.65
H -2.59 6.94 -3.28
H -1.60 5.49 -3.61
H -3.36 5.34 -3.38
H -1.63 2.67 2.47
H -1.15 0.61 3.92
H -0.68 -1.85 4.04
H -0.60 -3.16 1.92
H -1.00 -1.98 -0.23
C 3.44 2.52 -0.24
N 2.14 1.84 -0.12
P 1.89 0.79 1.22
C 3.53 0.00 1.41
C 4.59 0.50 2.15
C 5.81 -0.15 2.17
C 5.99 -1.31 1.44
C 4.94 -1.83 0.69
C 3.72 -1.18 0.68
C 1.83 1.95 2.62
C 1.42 3.27 2.45
C 1.19 4.10 3.54
C 1.36 3.61 4.83
C 1.75 2.29 5.02
C 1.98 1.47 3.92
P 1.18 1.41 -1.47
C 2.13 0.11 -2.34
C 1.52 -1.14 -2.48
C 2.24 -2.20 -3.01
C 3.57 -2.03 -3.39
C 4.17 -0.78 -3.26
C 3.45 0.28 -2.74
C 1.35 2.86 -2.55
C 1.46 2.71 -3.93
C 1.43 3.83 -4.76
C 1.29 5.10 -4.22
C 1.17 5.25 -2.84
C 1.19 4.13 -2.02
H 3.66 3.04 0.70
H 3.40 3.27 -1.04
H 4.25 1.82 -0.44
H 4.47 1.42 2.72
H 6.63 0.25 2.75
H 6.95 -1.82 1.45
H 5.07 -2.73 0.11
H 2.90 -1.58 0.10
H 1.26 3.65 1.44
H 0.87 5.12 3.38
H 1.18 4.25 5.68
H 1.89 1.90 6.02
H 2.28 0.44 4.08
H 0.48 -1.27 -2.22
H 1.76 -3.16 -3.13
H 4.13 -2.86 -3.79
H 5.20 -0.65 -3.56
H 3.92 1.26 -2.67
H 1.56 1.72 -4.37
H 1.51 3.70 -5.83
H 1.28 5.96 -4.86
H 1.05 6.23 -2.41
H 1.07 4.26 -0.95
C -1.22 -6.92 1.98
C -2.11 -5.71 1.93
C -2.64 -5.21 3.12
C -3.46 -4.10 3.11
C -3.76 -3.46 1.92
C -3.25 -3.95 0.72
N -3.47 -3.33 -0.51
C -4.19 -2.16 -0.74
C -5.46 -1.97 -0.19
C -6.18 -0.81 -0.45
C -5.66 0.17 -1.28
C -4.40 -0.02 -1.84
C -3.66 -1.16 -1.58
C -2.30 -1.31 -2.21
O -1.85 -2.44 -2.45
O -1.62 -0.23 -2.41
C -2.42 -5.09 0.72
C -1.87 -5.58 -0.59
H -1.08 -7.25 3.01
H -0.23 -6.72 1.56
H -1.64 -7.75 1.42
H -2.41 -5.71 4.06
H -3.87 -3.71 4.04
H -4.37 -2.56 1.93
H -2.76 -3.46 -1.22
H -5.90 -2.75 0.42
H -7.17 -0.69 -0.02
H -6.22 1.07 -1.50
H -3.98 0.73 -2.50
H -2.68 -5.73 -1.31
H -1.34 -6.52 -0.48
H -1.18 -4.86 -1.04
```

Output
Total energy, Ha: -5400.0519
Energy relative to the best compared isomer or geometry (same formula, charge and spin), kcal per mole: 0.00
<S²>: 0.755
Spin multiplicity: 2

=====

[3]
Formula: C33H44N4P2Sn
Source: OMol25
Level of theory: ωB97M-V/def2-TZVPD

XYZ file:
```
84
C33H44N4P2Sn, DFT ωB97M-V/def2-TZVPD
Sn 5.33 0.70 1.65
C 1.12 -0.66 3.99
C 1.09 -1.15 2.75
C 0.17 -0.77 1.63
C 0.62 0.43 0.76
C 1.03 1.69 1.47
C 0.64 2.10 2.68
C -0.37 1.43 3.56
C 0.21 0.39 4.55
C 4.71 2.81 1.58
H 1.81 -1.09 4.72
H 1.79 -1.96 2.48
H -0.86 -0.61 1.98
H 0.14 -1.64 0.96
H 1.43 0.07 0.10
H -0.22 0.70 0.08
H 1.70 2.32 0.88
H 1.03 3.05 3.08
H -1.18 0.97 2.97
H -0.83 2.21 4.18
H 0.76 0.93 5.34
H -0.63 -0.10 5.07
H 5.08 3.31 2.48
H 3.62 2.81 1.56
H 5.12 3.30 0.69
P -2.24 0.53 -3.84
P -1.89 -2.47 -2.85
N -3.14 1.93 -3.28
N -2.20 1.08 -5.54
N -2.93 -2.67 -1.43
N -1.74 -4.19 -3.21
C -3.70 -0.63 -4.00
C -3.25 -2.10 -4.08
C -2.84 2.59 -2.07
C -3.82 3.55 -1.83
C -4.76 3.47 -2.90
C -4.34 2.47 -3.76
C -0.99 1.32 -6.21
C -1.26 1.59 -7.55
C -2.68 1.52 -7.72
C -3.22 1.19 -6.48
C -2.54 -2.23 -0.16
C -3.60 -2.39 0.72
C -4.69 -2.94 -0.02
C -4.26 -3.09 -1.33
C -2.69 -5.21 -3.16
C -2.17 -6.34 -3.79
C -0.87 -5.99 -4.27
C -0.63 -4.67 -3.92
H -4.32 -0.39 -4.88
H -4.33 -0.46 -3.11
H -4.12 -2.76 -3.94
H -2.83 -2.33 -5.07
H -1.96 2.31 -1.51
H -3.87 4.21 -0.97
H -5.66 4.07 -3.03
H -4.79 2.10 -4.66
H -0.06 1.26 -5.67
H -0.54 1.81 -8.32
H -3.24 1.67 -8.63
H -4.26 1.02 -6.22
H -1.54 -1.84 -0.02
H -3.60 -2.14 1.78
H -5.67 -3.19 0.35
H -4.79 -3.46 -2.20
H -3.64 -5.07 -2.67
H -2.67 -7.29 -3.89
H -0.20 -6.64 -4.81
H 0.21 -4.02 -4.10
C 6.74 2.90 5.75
C 6.19 1.50 6.06
C 7.30 0.46 6.23
C 5.40 1.60 7.37
C 5.39 1.12 4.91
C 5.04 0.81 3.77
H 7.50 3.21 6.48
H 5.90 3.61 5.80
H 7.17 2.95 4.75
H 8.05 0.78 6.96
H 6.86 -0.48 6.58
H 7.81 0.26 5.29
H 4.61 2.35 7.28
H 4.95 0.65 7.63
H 6.09 1.90 8.17
```

Output
Charge: +2
Total energy, Ha: -2399.0436
Energy relative to the best compared isomer or geometry (same formula, charge and spin), kcal per mole: 0.00

=====

[4]
Formula: C10H40O10
Source: OMol25
Level of theory: ωB97M-V/def2-TZVPD

XYZ file:
```
60
C10H40O10, DFT ωB97M-V/def2-TZVPD
C 1.29 -0.15 -4.35
O 0.18 -0.06 -5.23
H 1.04 -0.66 -3.42
H 2.13 -0.62 -4.89
H 1.63 0.86 -4.10
H 0.01 -0.95 -5.54
C 0.82 3.83 2.07
O -0.25 2.95 2.27
H 1.01 4.41 2.98
H 1.72 3.37 1.65
H 0.52 4.60 1.35
H -0.03 2.20 2.85
C -0.36 -0.08 0.30
O 0.36 -0.41 -0.90
H 0.11 -0.59 1.15
H -0.27 0.99 0.49
H -1.43 -0.28 0.18
H 1.21 0.01 -0.75
C -0.73 -3.32 -2.50
O -1.30 -2.06 -2.31
H 0.29 -3.24 -2.92
H -0.58 -3.82 -1.54
H -1.29 -3.93 -3.20
H -0.71 -1.46 -1.81
C -3.56 1.00 2.07
O -3.92 1.67 0.87
H -3.91 1.52 2.97
H -3.94 -0.02 2.08
H -2.47 0.95 2.12
H -3.39 2.46 0.77
C -3.14 -2.80 0.52
O -3.21 -2.65 1.94
H -2.17 -2.47 0.15
H -3.41 -3.81 0.21
H -3.84 -2.12 0.02
H -4.14 -2.58 2.16
C 2.48 -2.84 0.55
O 3.12 -4.02 1.01
H 1.58 -2.63 1.13
H 3.20 -2.02 0.61
H 2.20 -2.88 -0.51
H 2.61 -4.77 0.67
C 4.01 1.39 0.08
O 2.79 1.11 -0.65
H 4.79 0.70 -0.25
H 4.27 2.43 -0.10
H 3.78 1.26 1.13
H 3.00 1.24 -1.59
C -1.54 2.17 -2.80
O -1.89 3.50 -2.46
H -2.06 1.46 -2.14
H -1.88 1.92 -3.80
H -0.47 1.94 -2.79
H -1.81 3.60 -1.51
C 1.55 0.81 4.42
O 0.30 0.58 3.75
H 1.40 0.76 5.50
H 2.29 0.09 4.08
H 1.89 1.82 4.18
H 0.12 -0.36 3.81
```

Output
Total energy, Ha: -1157.2026
Energy relative to the best compared isomer or geometry (same formula, charge and spin), kcal per mole: 93.67
SMILES string: CO.CO.CO.CO.CO.CO.CO.CO.CO.CO